No. 1
{
  "formula": "C7H15NO",
  "method": "ωB97M-V/def2-TZVPD",
  "total_energy_ev": -11040.542,
  "lumo_ha": 0.0291,
  "smiles": "C1CCCC1.CC(N)=O",
  "elements": ["C", "C", "C", "C", "C", "H", "H", "H", "H", "H", "H", "H", "H", "H", "H", "C", "C", "N", "O", "H", "H", "H", "H", "H"],
  "positions_angstrom": [[0.989231, 0.006942, -2.291148], [-0.296711, -0.499703, -1.637494], [0.228430, -1.317571, -0.450828], [1.483052, -0.549034, 0.039078], [1.822909, 0.462132, -1.086615], [0.824632, 0.811447, -3.033525], [1.493033, -0.831455, -2.809548], [-0.940852, -1.088243, -2.318779], [-0.889240, 0.362251, -1.275007], [0.520166, -2.323550, -0.809094], [-0.526465, -1.450564, 0.347847], [2.324362, -1.246643, 0.215067], [1.279587, -0.020394, 0.990176], [1.499394, 1.478175, -0.789194], [2.907212, 0.504757, -1.305473], [-0.741864, 0.492515, 2.665910], [-1.243688, 1.026183, 1.342090], [-2.459578, 0.537990, 0.953319], [-0.621184, 1.830944, 0.663131], [0.239552, 0.943567, 2.889501], [-0.625201, -0.603694, 2.629673], [-1.439385, 0.745287, 3.482119], [-2.977853, -0.135041, 1.523374], [-2.849540, 0.863703, 0.065419]],
  "atomic_forces_ev_per_a": [[0.08, 0.08, -0.40], [-0.51, 0.02, -0.19], [-0.10, -0.26, 0.14], [0.24, -0.04, 0.32], [0.28, 0.39, 0.06], [0.07, -0.38, 0.36], [-0.18, 0.30, 0.15], [0.32, 0.22, 0.29], [0.33, -0.37, -0.19], [-0.17, 0.39, 0.21], [0.34, -0.01, -0.41], [-0.40, 0.33, -0.02], [0.22, -0.29, -0.53], [0.16, -0.50, -0.10], [-0.52, -0.02, 0.10], [0.38, 0.01, 0.41], [0.02, 0.29, -0.24], [-0.42, -0.11, -0.10], [-0.42, -0.41, 0.43], [-0.51, -0.20, -0.14], [-0.10, 0.39, 0.01], [0.21, -0.12, -0.33], [0.43, 0.59, -0.54], [0.24, -0.29, 0.70]],
  "mulliken_charge": [-0.71, -0.37, -0.66, -0.19, -0.58, 0.33, 0.28, 0.38, 0.09, 0.37, 0.24, 0.40, -0.15, 0.21, 0.36, -1.29, 0.65, -0.31, -0.60, 0.34, 0.33, 0.41, 0.20, 0.27]
}


No. 2
{
  "formula": "C26H50NP3STm",
  "method": "ωB97M-V/def2-TZVPD",
  "total_energy_ev": -97469.083,
  "total_charge": 3,
  "multiplicity": 3,
  "lumo_ha": [-0.3633, -0.3633],
  "elements": ["Tm", "P", "P", "P", "H", "C", "C", "H", "C", "C", "C", "C", "C", "C", "C", "C", "C", "H", "H", "H", "H", "H", "H", "H", "H", "H", "H", "H", "H", "H", "H", "H", "H", "H", "H", "H", "H", "H", "H", "H", "H", "H", "H", "H", "H", "H", "C", "C", "C", "C", "C", "C", "S", "H", "H", "H", "H", "H", "H", "C", "N", "C", "C", "C", "C", "C", "C", "C", "C", "H", "H", "H", "H", "H", "H", "H", "H", "H", "H", "H", "H", "H"],
  "positions_angstrom": [[-0.091718, -0.514926, -0.029893], [-1.851043, 1.694268, 0.325030], [-2.252347, -1.795850, 1.271084], [1.669763, 1.412598, -1.058931], [-1.626945, -2.997153, -1.190010], [-0.735612, -2.402610, -1.420381], [0.519894, -2.789682, -0.963586], [0.615042, -3.493833, -0.125659], [-2.831805, 1.755971, -1.232017], [-3.220817, 1.915141, 1.534021], [-1.178671, 3.404697, 0.380551], [-1.968161, -3.607474, 1.395012], [-2.738753, -1.500876, 3.006666], [-3.899398, -1.759244, 0.436960], [3.188631, 0.563610, -1.652071], [2.484520, 2.746031, -0.085434], [1.114138, 2.304532, -2.560363], [-0.912540, -1.628991, -2.207856], [1.449192, -2.635050, -1.527467], [-3.496687, 2.631425, -1.211765], [-3.438742, 0.845925, -1.332067], [-2.164822, 1.825008, -2.101399], [-3.750507, 2.849454, 1.292022], [-2.845101, 1.996171, 2.562429], [-3.935496, 1.084832, 1.491425], [-2.008783, 4.120739, 0.472779], [-0.599741, 3.643308, -0.519318], [-0.521428, 3.530283, 1.251917], [-2.936994, -4.115037, 1.490386], [-1.357765, -3.805679, 2.285024], [-1.441336, -3.992664, 0.516822], [-3.583854, -2.154604, 3.269461], [-3.034824, -0.453606, 3.148240], [-1.892143, -1.734583, 3.666814], [-4.548710, -2.522730, 0.889240], [-3.777887, -1.983055, -0.631187], [-4.369387, -0.772726, 0.543058], [3.635538, 1.148570, -2.467416], [2.950103, -0.444771, -2.014554], [3.900747, 0.478036, -0.821734], [3.221782, 3.268181, -0.714705], [3.010136, 2.308961, 0.776417], [1.751312, 3.473019, 0.288837], [2.010156, 2.572770, -3.141458], [0.569155, 3.214446, -2.274181], [0.452053, 1.683526, -3.185470], [1.233607, -1.582115, -5.809663], [0.731991, -0.890369, -6.930840], [0.979982, -1.370021, -8.220547], [1.754629, -2.522548, -8.414115], [2.251382, -3.220691, -7.304043], [1.998839, -2.753749, -6.009420], [1.061838, -0.888036, -4.193638], [0.272993, -1.843388, -3.613278], [0.168755, 0.031528, -6.776840], [0.571184, -0.833801, -9.078024], [1.991086, -2.877688, -9.421909], [2.833606, -4.133468, -7.461724], [2.403850, -3.276579, -5.140058], [1.213287, 2.599276, 3.998725], [0.188241, 1.828867, 4.746141], [-0.887834, 2.714860, 5.277541], [-0.377666, 0.668165, 3.931436], [0.731553, -0.205113, 3.442412], [1.601903, -0.719854, 4.409901], [2.789570, -1.342820, 4.028585], [3.086059, -1.479969, 2.672275], [2.137218, -1.079640, 1.706177], [0.936434, -0.494945, 2.100302], [0.792190, 2.898871, 3.031847], [2.097376, 1.973485, 3.857837], [1.461677, 3.484583, 4.592659], [0.658098, 1.398912, 5.556622], [-1.425495, 3.160677, 4.434830], [-1.571127, 2.117599, 5.889388], [-0.419483, 3.499563, 5.878664], [-1.061092, 0.137215, 4.606892], [-0.971077, 1.120458, 3.129182], [1.332428, -0.634205, 5.465726], [3.479466, -1.708784, 4.794106], [4.044277, -1.911522, 2.357059], [2.380100, -1.231092, 0.640500]],
  "atomic_forces_ev_per_a": [[0.88, 1.89, 2.77], [-0.92, 1.03, -0.37], [-1.18, -0.72, 0.36], [1.06, 0.83, -0.62], [0.27, 0.59, 0.49], [1.57, -1.80, -0.63], [-1.98, -0.85, -1.32], [-0.21, 0.02, -0.49], [0.13, -0.16, -0.04], [-0.01, -0.22, 0.27], [0.29, 0.02, 0.12], [0.25, 0.03, -0.09], [0.11, 0.35, 0.19], [0.24, 0.05, -0.09], [-0.12, -0.47, 0.13], [-0.28, 0.02, 0.38], [-0.25, 0.02, -0.12], [0.39, -0.72, 0.26], [-0.21, 0.87, 0.33], [0.18, -0.25, -0.08], [0.07, 0.23, 0.00], [-0.17, 0.05, 0.12], [0.17, -0.34, 0.01], [-0.12, -0.02, -0.24], [0.17, 0.22, 0.03], [0.24, -0.24, -0.12], [-0.16, -0.08, 0.22], [-0.16, 0.00, -0.21], [0.30, 0.06, 0.03], [-0.12, -0.05, -0.22], [-0.21, -0.17, 0.30], [0.25, 0.20, -0.12], [0.00, -0.29, 0.06], [-0.24, 0.04, -0.17], [0.15, 0.27, -0.15], [-0.18, 0.06, 0.20], [0.08, -0.31, -0.09], [-0.07, -0.22, 0.24], [0.23, 0.28, -0.11], [-0.13, 0.04, -0.19], [-0.29, -0.21, 0.11], [-0.15, 0.07, -0.27], [0.23, -0.14, -0.15], [-0.41, 0.04, 0.13], [0.21, -0.19, -0.15], [0.35, 0.23, 0.19], [0.50, -0.60, -1.55], [0.13, -0.20, 0.47], [0.20, -0.19, 0.10], [-0.09, 0.14, 0.37], [-0.24, 0.19, 0.04], [-0.19, 0.35, 0.02], [-0.47, -0.38, 0.60], [0.43, 0.33, -0.65], [0.09, -0.29, -0.13], [0.17, -0.14, 0.26], [-0.21, 0.17, 0.40], [-0.18, 0.39, 0.16], [-0.07, 0.10, -0.32], [0.26, 0.32, -0.05], [-0.13, -0.51, 0.18], [-0.17, 0.06, 0.10], [-0.40, 0.24, 0.38], [0.46, -0.66, 0.65], [-0.15, 0.11, -0.24], [0.08, -0.11, -0.10], [0.24, -0.17, -0.43], [0.27, -0.41, 1.06], [-0.78, 0.89, -1.78], [0.10, -0.09, 0.25], [-0.18, 0.17, -0.05], [0.04, -0.19, -0.21], [-0.11, 0.22, -0.27], [0.14, -0.07, 0.16], [0.14, 0.17, -0.12], [-0.20, -0.16, -0.09], [0.14, 0.21, -0.06], [0.26, -0.14, 0.07], [0.30, -0.05, -0.12], [-0.21, 0.11, -0.36], [-0.42, 0.17, 0.21], [0.04, -0.08, 0.10]],
  "mulliken_spin": [2.04, -0.01, 0.00, -0.01, 0.00, 0.00, -0.01, 0.00, 0.00, 0.00, 0.00, 0.00, 0.00, 0.00, 0.00, 0.00, 0.00, 0.00, 0.00, 0.00, 0.00, 0.00, 0.00, 0.00, 0.00, 0.00, 0.00, 0.00, 0.00, 0.00, 0.00, 0.00, 0.00, 0.00, 0.00, 0.00, 0.00, 0.00, 0.00, 0.00, 0.00, 0.00, 0.00, 0.00, 0.00, 0.00, 0.00, 0.00, 0.00, 0.00, 0.00, 0.00, 0.00, 0.00, 0.00, 0.00, 0.00, 0.00, 0.00, 0.00, 0.00, 0.00, 0.00, 0.00, 0.00, 0.00, 0.00, 0.00, -0.01, 0.00, 0.00, 0.00, 0.00, 0.00, 0.00, 0.00, 0.00, 0.00, 0.00, 0.00, 0.00, 0.00]
}


No. 3
{
  "formula": "C39H28Cl5GaN3O2Sb",
  "method": "ωB97M-V/def2-TZVPD",
  "total_energy_ev": -170971.798,
  "total_charge": 2,
  "lumo_ha": -0.2466,
  "elements": ["Ga", "O", "N", "O", "C", "C", "C", "C", "C", "C", "N", "C", "C", "N", "C", "C", "C", "C", "H", "H", "H", "H", "H", "H", "H", "Cl", "C", "C", "C", "Cl", "C", "Cl", "C", "Cl", "C", "Cl", "C", "C", "C", "C", "C", "C", "C", "Sb", "C", "C", "C", "C", "C", "C", "C", "C", "C", "C", "C", "C", "C", "C", "H", "H", "H", "H", "H", "H", "H", "H", "H", "H", "H", "H", "H", "H", "H", "H", "H", "H", "H", "H", "H"],
  "positions_angstrom": [[12.197641, 14.066380, 11.242724], [14.482844, 8.713993, 7.178200], [14.986510, 8.690692, 8.263096], [15.531878, 7.816808, 8.836215], [14.734462, 9.978836, 9.024675], [15.640367, 10.268914, 10.030464], [15.485110, 11.421496, 10.907154], [16.405447, 11.768192, 11.937846], [16.187956, 12.875448, 12.681465], [15.033227, 13.619848, 12.405413], [14.097443, 13.316570, 11.514270], [14.303530, 12.174202, 10.752453], [13.381192, 11.936948, 9.708443], [12.374667, 12.820347, 9.642531], [11.500021, 12.686502, 8.647739], [11.554118, 11.593281, 7.745675], [12.564732, 10.695675, 7.840369], [13.547832, 10.826840, 8.822780], [16.467302, 9.645546, 10.124280], [17.217094, 11.114324, 12.126663], [16.896146, 13.242930, 13.437151], [14.832544, 14.532957, 12.994662], [10.815899, 13.462538, 8.506473], [10.774453, 11.462508, 7.007890], [12.580550, 9.896659, 7.150460], [9.249362, 13.505106, 10.453132], [9.617985, 13.279649, 12.200547], [10.940272, 13.439094, 12.636693], [11.143160, 13.392427, 14.002354], [12.684827, 13.790957, 14.642253], [10.120541, 13.031249, 14.874269], [10.425582, 13.054550, 16.583881], [8.817148, 12.767361, 14.402272], [7.500948, 12.347722, 15.430668], [8.499494, 13.022939, 13.040612], [6.877352, 12.909710, 12.434541], [13.191249, 19.710630, 10.077117], [13.421120, 18.878509, 11.289716], [14.387792, 19.412616, 12.193089], [14.769242, 18.716478, 13.331328], [14.201000, 17.449392, 13.650722], [13.270525, 16.929457, 12.772320], [12.974495, 17.586245, 11.592468], [11.823561, 16.429410, 10.254179], [9.746253, 16.658179, 10.048165], [9.138743, 16.219027, 8.874755], [7.769168, 15.931684, 8.936810], [7.077044, 16.206007, 10.083432], [7.676201, 16.680974, 11.246346], [9.055522, 16.907021, 11.252633], [9.629592, 17.229708, 12.617396], [12.565657, 16.807394, 8.320547], [11.796322, 17.441610, 7.379061], [12.305738, 17.626347, 6.150318], [13.583202, 17.313677, 5.826603], [14.419315, 16.727583, 6.761879], [13.858783, 16.468031, 8.038430], [14.786058, 15.748867, 8.981236], [13.930003, 20.514860, 10.138301], [12.242539, 20.190837, 10.122681], [13.326328, 19.199106, 9.125842], [14.705510, 20.449889, 12.032434], [15.535699, 19.042162, 13.985534], [14.425690, 16.959104, 14.612973], [12.764769, 16.030021, 13.101078], [9.712956, 15.965512, 7.979336], [7.226307, 15.459530, 8.080513], [6.040681, 15.839276, 10.039344], [7.085003, 16.868168, 12.171846], [8.945427, 17.737105, 13.270967], [10.518307, 17.832159, 12.549600], [9.973516, 16.305836, 13.142763], [10.742088, 17.716535, 7.546252], [11.652206, 18.142602, 5.423886], [13.963852, 17.503769, 4.824229], [15.461725, 16.578181, 6.619457], [15.768683, 16.213680, 8.840379], [14.979025, 14.672483, 8.739376], [14.441587, 15.922649, 9.987297]],
  "atomic_forces_ev_per_a": [[0.25, -0.59, -0.02], [-0.06, -0.73, -1.59], [-1.68, 2.75, 0.90], [1.07, -1.29, 0.41], [0.59, 0.86, 2.00], [-2.18, 1.22, -0.97], [-0.89, -0.64, -0.55], [-0.85, -0.59, -0.86], [0.03, 0.87, 0.15], [-0.71, 1.33, 0.75], [0.60, -1.00, 0.04], [1.60, 1.06, 0.83], [0.57, -1.58, -0.21], [-1.02, -0.17, -1.04], [1.25, -1.44, -0.64], [-0.59, 1.34, 0.78], [0.03, -0.28, 0.09], [1.02, 0.38, 0.68], [1.35, -1.04, 0.33], [0.84, -0.41, 0.05], [-0.49, -0.33, -0.34], [0.19, -0.56, -0.44], [-1.06, 0.87, -0.05], [0.08, 0.20, -0.05], [0.21, -0.78, -0.52], [0.27, -0.34, 1.55], [-1.25, 0.03, -0.41], [-0.89, 0.33, -0.87], [-0.37, -0.39, 0.08], [0.37, 0.04, 0.14], [-0.50, 0.04, 0.80], [-0.26, -0.24, -0.55], [-0.62, 0.76, -0.71], [0.71, 0.07, 0.06], [1.41, -0.50, -0.02], [0.93, 0.07, 0.27], [0.65, 0.18, -0.02], [1.88, -0.51, 1.04], [-0.99, -0.14, 0.42], [-0.62, -1.56, -0.24], [0.16, 1.19, -0.06], [0.62, -0.07, 0.95], [-0.98, 0.72, -0.98], [0.04, 0.53, -0.50], [0.55, 0.51, 1.00], [-0.54, -0.55, 0.22], [0.62, 0.00, -1.58], [-1.41, -0.91, 0.54], [-0.37, 0.28, -0.08], [-1.18, -0.42, 0.26], [1.21, -0.94, -0.42], [-0.11, -0.48, 1.17], [-2.02, -0.12, 0.88], [-1.68, 1.73, -2.08], [2.20, -0.62, -0.91], [-1.96, 0.74, 1.06], [2.02, -1.12, -1.21], [0.54, 0.02, -0.60], [-0.19, -0.08, -0.38], [-1.02, 0.28, -0.21], [-0.13, -0.09, 0.06], [0.25, -0.60, 0.04], [0.50, 0.78, 0.45], [-0.05, 0.27, -0.67], [-0.13, -0.25, -0.31], [-0.18, 0.15, 0.34], [0.68, 0.62, 0.75], [0.30, 0.68, 0.54], [0.47, -0.26, -0.90], [-0.48, 0.16, 0.09], [0.35, 0.50, -0.03], [-0.40, 0.36, -0.32], [0.78, 0.03, 0.15], [0.55, -0.45, 0.24], [-0.13, 0.09, 0.20], [0.59, -0.33, -0.39], [-0.07, -0.04, 0.49], [-0.65, 0.71, 0.28], [0.36, -0.34, 0.67]],
  "mulliken_charge": [-0.38, -0.58, 0.97, -0.53, -0.07, -0.91, 0.50, -0.69, -1.17, 0.31, 0.46, -0.34, 0.15, 0.53, 0.27, -1.39, -0.67, 0.75, 0.63, 0.57, 0.47, 0.31, 0.70, 0.53, 0.61, -0.13, 0.99, -1.01, 1.30, -0.16, 0.17, -0.15, 0.42, -0.13, -0.53, -0.12, -1.24, 0.61, -0.92, -0.99, -0.86, -0.49, 0.89, 0.81, 1.38, -0.84, -0.84, -0.66, -0.94, 0.72, -1.38, 0.43, -0.55, -0.71, -0.78, -0.91, 0.59, -1.27, 0.45, 0.35, 0.16, 0.40, 0.46, 0.49, 0.70, 0.38, 0.37, 0.36, 0.41, 0.62, 0.13, 0.22, 0.65, 0.41, 0.41, 0.54, 0.66, 0.22, -0.14]
}